Computed, not measured: CH8SSi2 in the gas phase, with ωB97M-V/def2-TZVPD.

Positions of all 12 atoms, in Å:
H1 3.054040 -1.701771 -0.115232
S1 0.771371 -0.228867 0.335599
H2 -2.069846 -1.330334 -1.054566
H3 3.436210 0.842957 -0.978821
C1 -1.015489 0.740001 -0.086794
Si1 3.074335 -0.135130 0.061239
H4 -3.736722 0.481292 -0.048735
H5 -0.966783 1.009609 -1.074861
H6 -1.107656 1.761924 0.519999
H7 3.778247 0.204309 1.408481
Si2 -2.483330 -0.408723 -0.045216
H8 -2.734377 -1.235263 1.078911

Cartesian forces, eV/Å:
H 0.4693 1.6658 -0.1301
S -1.2512 -0.1270 0.0428
H -0.4425 -0.5427 -1.1630
H 0.2790 -0.3596 -0.1502
C 2.0206 1.8794 3.8281
Si -1.9191 -0.5920 1.2466
H 0.7554 -0.5207 -0.6517
H 0.4267 0.7600 -2.5574
H 0.3543 -2.4101 -1.0721
H -0.5850 -0.1926 -1.1778
Si -0.1776 1.0021 0.5510
H 0.0701 -0.5625 1.2337

- total energy (Ha) = -1019.951966
- frontier orbital gap (Eh) = 0.3124
- highest occupied orbital energy (eV) = -8.7
- LUMO energy (eV) = -0.24
- largest force on an atom (Eh/bohr) = 0.09177